The following is a quantum chemistry calculation of an isolated molecule of CH5N3S in a non-equilibrium geometry, from the Open Molecules 2025 dataset.

SMILES	[H]/N=C(\N)NS
E	-603.4793	hartree
charge	0
energy above the lowest of the compared OMol25 structures with the same formula, charge and spin	41.8	kcal/mol
lowest unoccupied orbital energy	0.54	eV
frontier orbital gap	10.1	eV

Each line ends with the natural charge from an NBO analysis.
CARTESIAN COORDINATES (ANGSTROEM)
H (2.3038, -0.3800, -0.3203)  0.320
N (1.5639, -1.0130, -0.2019)  -0.695
C (0.5912, -0.2332, -0.1399)  0.551
N (0.6030, 1.1750, -0.2002)  -0.862
N (-0.6908, -0.7992, 0.2163)  -0.764
S (-2.2307, -0.0984, -0.3155)  0.117
H (-0.0634, 1.7402, 0.6750)  0.421
H (1.6505, 1.3623, -0.2581)  0.379
H (-0.7142, -1.7620, -0.3757)  0.405
H (-3.0133, 0.0083, 0.9202)  0.129

---

The following is a quantum chemistry calculation of an isolated molecule of C16H19NOS2, from the Open Molecules 2025 dataset.

SMILES	Cc1ccc(C)c(CSCC(=O)NCc2cccs2)c1
E	-1547.4935	hartree
charge	0
energy above the lowest of the compared OMol25 structures with the same formula, charge and spin	0.0	kcal/mol
lowest unoccupied orbital energy	0.63	eV
frontier orbital gap	9.3	eV

Each line ends with the natural charge from an NBO analysis.
CARTESIAN COORDINATES (ANGSTROEM)
C (-2.5355, -2.3690, 2.2593)  -0.634
C (-2.1847, -1.9168, 0.8776)  -0.010
C (-1.3790, -2.6718, 0.0376)  -0.221
C (-1.0243, -2.1945, -1.2127)  -0.228
C (-1.4484, -0.9525, -1.6603)  0.067
C (-1.0213, -0.4439, -3.0034)  -0.660
C (-2.2826, -0.1965, -0.8291)  -0.066
C (-2.7529, 1.1597, -1.2354)  -0.533
S (-1.4442, 2.4331, -1.0131)  0.185
C (-1.3368, 2.4776, 0.7974)  -0.629
C (-0.6241, 1.2960, 1.4451)  0.677
O (-0.8953, 0.9395, 2.5726)  -0.637
N (0.3502, 0.7552, 0.6983)  -0.625
C (1.1399, -0.3735, 1.1523)  -0.261
C (2.4168, -0.4479, 0.3951)  -0.211
C (2.7874, -1.3771, -0.5268)  -0.248
C (4.0597, -1.1252, -1.0878)  -0.260
C (4.6324, -0.0015, -0.5899)  -0.406
S (3.6366, 0.7715, 0.5790)  0.435
C (-2.6388, -0.6877, 0.4181)  -0.201
H (-2.1280, -3.3553, 2.4664)  0.212
H (-3.6159, -2.3999, 2.3914)  0.218
H (-2.1310, -1.6598, 2.9815)  0.240
H (-1.0188, -3.6374, 0.3642)  0.210
H (-0.3949, -2.7971, -1.8528)  0.205
H (-1.8717, -0.4032, -3.6849)  0.216
H (-0.6092, 0.5616, -2.9275)  0.223
H (-0.2689, -1.0977, -3.4373)  0.219
H (-3.0050, 1.2134, -2.2932)  0.236
H (-3.6063, 1.4850, -0.6406)  0.227
H (-0.7744, 3.3840, 1.0307)  0.256
H (-2.3392, 2.5754, 1.2151)  0.240
H (0.4431, 1.0431, -0.2663)  0.416
H (0.5795, -1.3061, 1.0120)  0.222
H (1.3091, -0.2326, 2.2252)  0.232
H (2.1715, -2.2177, -0.7913)  0.223
H (4.5220, -1.7528, -1.8282)  0.224
H (5.5835, 0.4278, -0.8346)  0.235
H (-3.2786, -0.0982, 1.0598)  0.212

---

The following is a quantum chemistry calculation of a cluster of 2 separate species, C9H14O in total in a non-equilibrium geometry, from the Open Molecules 2025 dataset.

SMILES	Cc1ccc(O)cc1.CC
E	-426.5509	hartree
charge	0
energy above the lowest of the compared OMol25 structures with the same formula, charge and spin	13.7	kcal/mol
lowest unoccupied orbital energy	0.90	eV
frontier orbital gap	9.3	eV

Each line ends with the natural charge from an NBO analysis.
CARTESIAN COORDINATES (ANGSTROEM)
C (1.3840, 0.1199, -1.6665)  -0.638
C (0.2071, -0.6927, -1.1619)  -0.043
C (0.2694, -1.4276, 0.0155)  -0.202
C (-0.8705, -2.0687, 0.5039)  -0.290
C (-2.0668, -1.9364, -0.1654)  0.296
O (-3.2470, -2.4911, 0.2744)  -0.685
C (-2.1733, -1.0851, -1.2623)  -0.254
C (-1.0383, -0.5123, -1.7947)  -0.192
H (1.1252, 0.9959, -2.2558)  0.217
H (2.0123, -0.5666, -2.2309)  0.218
H (1.9237, 0.5163, -0.8182)  0.223
H (1.2267, -1.6464, 0.4717)  0.215
H (-0.9374, -2.4705, 1.5091)  0.213
H (-3.0954, -3.3256, 0.7256)  0.481
H (-3.1765, -0.8878, -1.6287)  0.224
H (-1.1186, 0.0578, -2.7132)  0.212
C (1.4726, 1.4767, 1.3580)  -0.606
C (0.8771, 2.8592, 1.6615)  -0.608
H (2.4748, 1.5930, 0.9402)  0.194
H (1.5386, 0.8312, 2.2321)  0.205
H (0.8857, 0.9666, 0.6059)  0.209
H (0.7714, 3.5467, 0.8274)  0.206
H (-0.0357, 2.7810, 2.2464)  0.205
H (1.5907, 3.3665, 2.3257)  0.197

---

The following is a quantum chemistry calculation of the ion C2H7N3O2 with charge +2 in a non-equilibrium geometry, from the Open Molecules 2025 dataset.

SMILES	[NH2+]=C1NOO[C@H]1[NH3+]
E	-394.2713	hartree
charge	+2
energy above the lowest of the compared OMol25 structures with the same formula, charge and spin	71.8	kcal/mol
lowest unoccupied orbital energy	-9.12	eV
frontier orbital gap	10.4	eV

Each line ends with the natural charge from an NBO analysis.
CARTESIAN COORDINATES (ANGSTROEM)
N (1.7185, -0.8758, 0.6385)  -0.689
C (0.9593, -0.0043, 0.2072)  0.516
N (1.2436, 1.0531, -0.4957)  -0.280
O (0.2112, 1.8724, -0.7489)  -0.014
O (-0.8743, 1.5209, 0.1943)  -0.181
C (-0.8341, 0.2590, 0.4218)  0.221
N (-1.7045, -0.6197, -0.4322)  -0.754
H (1.5732, -1.6939, 1.2410)  0.491
H (2.6572, -0.6800, 0.2736)  0.452
H (2.1343, 1.4994, -0.8047)  0.494
H (-1.0604, 0.0732, 1.5446)  0.286
H (-1.2631, -1.1671, -1.1909)  0.475
H (-2.3768, 0.0296, -0.9230)  0.489
H (-2.3841, -1.2665, 0.0745)  0.494